1.
DFT (wB97M-V/def2-TZVPD) results for C29H31BN3O3PRh as an isolated structure.

Geometry as XYZ:
```
69
Properties=species:S:1:pos:R:3:forces:R:3:lowdin_charge:R:1
Rh 1.075419 0.030583 -1.186811 -0.377 -0.153 -1.467 1.13
N -7.303502 -0.414813 -7.177196 0.055 -0.001 0.037 0.18
C -6.358457 -0.363483 -6.526058 -0.223 0.003 -0.175 -0.17
C -5.181163 -0.296877 -5.712571 0.221 0.006 0.195 -0.22
C -5.283403 0.092106 -4.377230 -0.010 -0.007 -0.071 0.00
C -4.145628 0.157458 -3.593976 0.024 0.017 0.008 -0.01
C -2.905168 -0.179294 -4.129262 -0.124 0.010 -0.019 -0.21
C -2.807987 -0.574249 -5.459093 0.060 -0.038 0.040 0.00
C -3.940116 -0.626096 -6.253442 -0.057 0.009 -0.021 0.00
C -1.694333 -0.113348 -3.266415 0.174 -0.022 0.171 -0.03
C -1.181081 -1.326285 -2.810602 -0.140 -0.025 -0.186 -0.23
C -1.768655 -2.607863 -2.989769 0.051 0.139 0.060 0.02
C -0.958343 -3.528515 -2.361912 0.116 0.069 0.003 -0.04
C 0.116260 -2.801935 -1.820051 0.078 -0.099 -0.132 -0.10
N 0.001431 -1.502760 -2.100111 0.130 1.133 1.243 -0.04
C -1.222751 1.170118 -2.953690 -0.264 0.129 -0.073 -0.24
C -1.753730 2.397568 -3.429959 0.082 -0.273 0.050 0.01
C -1.094756 3.415549 -2.772351 0.151 -0.004 0.140 -0.05
C -0.177290 2.795638 -1.908633 -0.002 0.121 0.006 -0.15
N -0.230890 1.466880 -2.030846 0.311 -1.185 0.965 -0.05
H -6.250384 0.344194 -3.964487 -0.001 -0.009 0.001 0.13
H -4.217440 0.459703 -2.556860 -0.002 0.012 -0.010 0.13
H -1.842621 -0.837017 -5.872731 -0.006 0.001 -0.003 0.13
H -3.869434 -0.921672 -7.291051 -0.001 -0.009 0.003 0.13
H -2.695674 -2.793290 -3.507629 0.039 -0.020 -0.049 0.12
H -1.098805 -4.594343 -2.295166 0.020 0.015 -0.003 0.11
H 0.968974 -3.188686 -1.281881 -0.024 0.056 0.093 0.12
H -2.528416 2.489657 -4.173264 0.003 0.012 0.000 0.12
H -1.247278 4.477107 -2.875892 0.008 -0.019 -0.002 0.11
H 0.482808 3.271407 -1.196644 0.041 -0.037 -0.009 0.11
C 5.657759 0.802914 -2.557709 -0.260 0.119 0.120 -0.16
P 3.996332 1.288105 -2.061162 0.579 0.167 -0.147 0.58
C 4.115798 2.026935 -0.418997 -0.059 -0.220 -0.300 -0.16
C 3.419833 2.547795 -3.217794 0.097 -0.298 0.193 -0.15
O 3.083634 0.070448 -2.065192 -0.236 0.049 0.639 -0.45
H 6.327816 1.662075 -2.536019 0.031 -0.010 -0.022 0.07
H 5.629038 0.383319 -3.562539 -0.014 0.013 -0.006 0.07
H 6.016024 0.040666 -1.866165 0.024 0.010 -0.003 0.07
H 4.778989 2.890967 -0.413805 -0.025 0.025 -0.020 0.07
H 4.496516 1.268564 0.265758 -0.005 0.029 0.032 0.07
H 3.118737 2.318790 -0.085636 0.012 0.079 0.061 0.04
H 4.054359 3.433095 -3.190912 0.008 -0.005 0.018 0.07
H 2.394657 2.817368 -2.967600 -0.045 0.062 -0.007 0.03
H 3.432492 2.119183 -4.220129 -0.006 0.027 -0.010 0.07
C 1.109270 -1.800604 7.438835 -0.111 0.005 -0.062 -0.04
C -0.083576 -1.223464 6.656082 -0.005 -0.021 0.203 -0.56
C -1.124666 -2.331311 6.487966 0.057 0.066 -0.015 -0.07
C -0.722370 -0.082842 7.466433 0.007 -0.094 -0.078 -0.04
C 0.411998 -0.687327 5.318870 0.165 0.184 -0.029 -0.16
C 1.357624 0.352131 5.308559 -0.115 -0.130 0.063 -0.02
C 1.878935 0.888846 4.143057 0.117 0.131 -0.310 0.03
C 1.424648 0.352402 2.957726 -0.517 -0.524 0.557 -0.20
O 1.757111 0.670323 1.659526 0.281 0.209 -0.939 0.14
B 0.995188 -0.177361 0.869894 -0.508 0.257 -0.229 -0.51
O 0.217500 -1.005749 1.638559 -0.262 -0.356 -0.799 0.18
C 0.486150 -0.669968 2.946464 0.560 0.553 0.397 -0.17
C -0.034032 -1.205479 4.105565 -0.129 -0.145 -0.251 0.08
H 0.758508 -2.222531 8.382135 0.029 0.007 0.012 0.09
H 1.852952 -1.036879 7.666213 0.011 0.003 -0.005 0.08
H 1.595278 -2.593489 6.867510 0.015 -0.005 0.023 0.09
H -1.441219 -2.673781 7.473098 -0.016 -0.016 -0.005 0.09
H -0.713700 -3.190774 5.954809 -0.035 -0.008 -0.007 0.09
H -2.010589 -1.972865 5.960028 -0.004 -0.033 -0.010 0.09
H -1.112359 -0.475693 8.406704 0.004 0.025 0.011 0.09
H -1.548974 0.365365 6.912318 -0.007 0.015 0.025 0.09
H -0.003403 0.701049 7.703402 0.003 0.015 -0.006 0.08
H 1.701809 0.759755 6.248976 -0.004 -0.015 0.021 0.11
H 2.604994 1.690966 4.153478 -0.009 -0.017 0.055 0.13
H -0.766678 -1.998386 4.047294 0.036 0.015 0.034 0.12
```
Forces are in eV/Å.

As for the total charge: +1. Its spin multiplicity is 1. As for the HOMO energy (alpha / beta): -10.836 / -10.835 eV. The value obtained for the energy above the lowest of the compared OMol25 structures with the same formula, charge and spin is 161.8 kJ/mol.

---

2.
DFT (wB97M-V/def2-TZVPD) results for a 3-piece molecular cluster, C18H20N2O12S overall.

Geometry as XYZ:
```
53
Properties=species:S:1:pos:R:3:forces:R:3:lowdin_charge:R:1
C -0.446900 0.573421 -1.292608 0.496 0.727 0.757 0.01
C -0.926248 1.915938 -0.734828 1.760 -1.222 -0.402 -0.52
O -2.042062 2.208137 -0.879152 -3.214 1.008 -0.044 0.17
O -0.118935 2.773850 -0.016761 0.451 0.016 -0.933 0.00
C 1.089097 3.089418 -0.661667 2.013 0.471 0.721 -0.09
C 2.193222 3.335452 0.456204 -1.121 -1.299 0.536 -0.32
C 3.594910 2.715635 0.181717 -0.400 0.196 -0.569 -0.10
O 4.609880 3.671681 0.440848 -0.946 0.129 -0.136 -0.14
O 5.800412 2.948057 0.515213 0.969 -0.437 -0.046 -0.01
C 2.125945 4.733417 1.091264 0.161 0.150 1.088 -0.06
O 2.585416 4.522663 2.469468 -0.461 -0.719 0.163 -0.18
S 1.981262 3.134756 2.993770 0.896 -1.491 -1.686 0.60
O 0.748731 3.197545 3.673625 -0.686 0.899 0.304 -0.21
O 3.026024 2.362351 3.554662 0.694 0.241 0.640 -0.22
O 1.699705 2.477557 1.538346 -0.049 1.256 0.876 -0.19
H -0.923701 -0.194999 -0.670172 0.112 0.221 -0.278 0.06
H 0.632056 0.410352 -1.255237 -0.271 0.039 -0.127 0.07
H -0.844017 0.489941 -2.308634 0.213 -0.019 0.237 0.10
H 1.486884 2.289396 -1.299656 -0.445 0.111 0.067 0.12
H 1.036887 4.020531 -1.249555 -0.344 -0.312 0.003 0.15
H 3.715132 1.863493 0.867085 -0.111 0.322 -0.118 0.14
H 3.637742 2.291455 -0.837866 0.254 0.455 0.137 0.14
H 5.767807 2.542736 1.398621 -0.006 0.184 0.029 0.11
H 1.104016 5.105126 1.259454 0.132 -0.184 -0.957 0.15
H 2.797531 5.499299 0.696155 -0.213 -0.304 -0.180 0.15
O 0.427166 -1.797199 -2.058392 0.228 -0.387 -0.233 0.04
N 0.518029 -2.174256 -3.211668 0.087 -0.010 0.023 -0.33
O 1.346096 -1.769905 -4.006838 -0.101 -0.021 0.114 0.08
C -0.445245 -3.181092 -3.671719 -0.307 -0.276 -0.123 -0.14
C -1.423615 -3.628268 -2.798452 -0.064 0.061 0.299 0.01
C -2.347083 -4.561507 -3.241062 0.030 -0.045 -0.158 -0.06
C -2.282534 -5.039918 -4.542945 -0.008 -0.008 -0.004 -0.07
C -1.290553 -4.590354 -5.405267 -0.091 -0.021 0.124 -0.07
C -0.365640 -3.655161 -4.970560 0.144 0.026 -0.261 -0.01
H -1.479750 -3.258632 -1.783203 0.080 0.111 -0.070 0.11
H -3.120074 -4.913842 -2.571015 0.040 0.043 0.024 0.11
H -3.009004 -5.765309 -4.887814 0.025 0.014 0.011 0.11
H -1.241454 -4.967191 -6.418349 0.030 0.030 0.019 0.11
H 0.402370 -3.306156 -5.646363 0.032 0.097 0.142 0.12
O -2.381486 -1.654421 0.203246 -0.056 -0.168 0.113 0.06
N -2.712559 -2.180594 1.252375 -0.027 -0.047 -0.052 -0.34
O -3.328711 -3.225082 1.331437 0.093 0.100 -0.051 0.08
C -2.344628 -1.503231 2.502582 0.096 0.222 0.271 -0.14
C -1.674915 -0.291122 2.448019 0.070 0.119 -0.135 0.02
C -1.349533 0.356767 3.628603 -0.012 -0.019 0.082 -0.04
C -1.691044 -0.212123 4.848167 -0.014 -0.027 0.018 -0.06
C -2.353717 -1.432252 4.890392 0.074 0.135 -0.057 -0.07
C -2.684353 -2.083542 3.712990 -0.139 -0.236 0.138 -0.01
H -1.406991 0.156888 1.502525 -0.094 -0.099 -0.031 0.10
H -0.832419 1.306954 3.598715 -0.008 -0.027 -0.035 0.09
H -1.440584 0.298424 5.769717 0.009 -0.009 -0.032 0.11
H -2.615847 -1.873872 5.842821 -0.008 -0.022 -0.043 0.11
H -3.202719 -3.031212 3.751759 0.008 0.030 -0.173 0.12
```
Forces are in eV/Å.

Its spin multiplicity is 1. As for the HOMO energy: -10.035 eV. Its SMILES is CC(=O)OC[C@@]1(COO)COS(=O)(=O)O1.O=[N+]([O-])c1ccccc1.O=[N+]([O-])c1ccccc1.

---

3.
DFT (wB97M-V/def2-TZVPD) results for one molecule with the formula C6H10S2.

Geometry as XYZ:
```
18
Properties=species:S:1:pos:R:3:forces:R:3:lowdin_charge:R:1
S -2.602643 1.043652 -0.035793 1.106 -1.524 1.354 0.69
C -0.986589 0.319853 -0.608416 -0.111 1.596 0.445 -0.67
C -0.680771 -1.111748 -0.251442 -4.425 -3.923 -2.014 -0.27
C 0.790706 -1.161899 -0.026976 -0.464 1.848 -1.239 -0.33
C 0.708438 -0.202436 1.140416 -0.976 -1.821 1.827 -0.11
C 0.371510 0.854164 0.016988 -1.287 -0.785 -1.192 -0.87
S 0.796640 2.529865 -0.083246 -1.602 2.094 3.290 0.75
C 1.375474 0.019658 -0.812323 -1.320 -1.070 -4.275 -0.17
H -2.614943 0.184758 1.069705 -0.308 1.024 -0.910 -0.11
H -1.108636 0.488743 -1.735113 0.843 -0.314 1.542 0.11
H -1.257694 -1.670609 -1.238349 2.026 0.434 3.000 0.18
H -0.990978 -1.629063 0.863071 -0.769 1.506 -3.502 0.15
H 1.021591 -2.172170 -0.061823 1.673 -1.668 0.387 0.12
H -0.053154 -0.895784 1.925692 2.300 3.493 -1.116 0.18
H 1.659480 0.211025 1.390455 0.791 -0.487 1.620 0.10
H -0.015075 2.990582 1.143989 1.568 -0.784 -2.664 -0.01
H 2.429389 0.158454 -0.658448 0.319 0.420 0.324 0.10
H 1.157263 0.042947 -2.038384 0.638 -0.037 3.122 0.18
```
Forces are in eV/Å.

Its spin multiplicity is 1. As for the HOMO energy: -8.900 eV. Its SMILES is S[C@@H]1C[C@H]2C[C@]1(S)C2. The value obtained for the energy above the lowest of the compared OMol25 structures with the same formula, charge and spin is 439.7 kJ/mol.

---

Computed calculated total energy, in the same sequence as the records: -1990.278984; -2108.153450; -1030.810517 hartree.
Computed F_max, in the same sequence as the records: 0.033; 0.066; 0.121 Eh/bohr.